# 1
Below is a structure of composition C34H19Br2Cl5F3NOPSc, with properties calculated with ωB97M-V/def2-TZVPD.

ORCA input file:
```
! wB97M-V def2-TZVPD RIJCOSX def2/J DEFGRID3
* xyz 0 1
C -0.2176 -2.3063 -1.0555
C -1.4509 4.2664 -1.0486
H -2.4186 -2.2982 -3.6400
C 1.3703 2.5024 -2.1359
H 5.8864 -2.0480 -1.4667
H -0.6847 -0.8994 -2.6168
C 1.7490 -1.1479 2.2483
C 4.6858 -2.2001 -3.2371
N -1.4650 2.9894 -0.7433
C 2.5824 -2.9598 3.5767
C 2.5931 -3.7745 2.4511
Cl -1.3479 -0.0014 2.8065
C 2.1715 -3.2826 1.2273
H 2.1711 -0.9960 4.3431
H 5.5215 -2.4294 -3.8853
C -2.6214 5.0208 -1.2142
C -3.8400 4.4268 -1.0377
C -0.5968 -3.5045 -0.4618
C -3.9031 3.0577 -0.7035
Cl 1.3675 4.1786 0.8247
C 1.7183 -1.9668 1.1220
H -0.1271 -3.8360 0.4522
C -0.5803 2.1047 4.2898
F 2.0229 1.8454 -0.9140
C -2.6161 0.9719 -0.3081
C -0.9095 -1.8687 -2.1874
C 4.8889 -1.9859 -1.8828
Cl -1.3625 1.3157 5.6031
C 0.0726 2.1123 1.9150
H -1.8790 -5.2156 -0.5584
H 2.2190 -3.9146 0.3491
F 2.2308 2.1604 -3.0781
C 3.4046 -2.1110 -3.7590
C 2.3290 -1.8296 -2.9307
H 1.3399 -1.7666 -3.3580
C 0.6368 3.3616 2.1749
C -1.5981 -4.2817 -1.0290
F 0.3334 1.4107 -2.2928
C -3.8177 0.3284 -0.0692
H -0.4789 4.7223 -1.1787
C 0.0334 3.3394 4.4897
Br -6.7772 3.1845 -0.5688
C -2.2405 -3.8664 -2.1833
H 1.4474 -0.1115 2.1616
C 2.5207 -1.6409 -1.5636
C -1.9024 -2.6485 -2.7552
O -1.4465 0.3803 -0.2779
H -5.9582 0.4581 0.0619
C -5.0868 2.3255 -0.4640
C 2.1726 -1.6410 3.4736
C -2.6714 2.3718 -0.5917
Br -3.7775 -1.5067 0.3679
Cl 1.3675 5.5293 3.6329
H 2.9338 -4.7991 2.5300
C 3.8167 -1.6993 -1.0522
H -4.7554 4.9892 -1.1592
C -5.0448 0.9989 -0.1400
Cl 0.0398 4.0624 6.0474
C -0.5526 1.5278 3.0219
P 1.1270 -1.2210 -0.4361
H -3.0213 -4.4743 -2.6218
H 3.2339 -2.2634 -4.8170
C 0.6393 3.9863 3.4161
Sc 0.1656 1.3728 -0.2234
H 2.9066 -3.3515 4.5323
H -2.5417 6.0670 -1.4727
H 3.9925 -1.5203 0.0008
*
```

Output
- energy relative to the best compared isomer or geometry (same formula, charge and spin) (kJ/mol) = 96.11
- LUMO (eV) = -0.514
- HOMO-LUMO gap (eV) = 7.7364

Here are the Mulliken charges for atoms 1 to 2, given in e: 0.91 -0.11



# 2
Below is a structure of composition C35H33Cl2N4O4Ti, with properties calculated with ωB97M-V/def2-TZVPD.

ORCA input file:
```
! wB97M-V def2-TZVPD RIJCOSX def2/J DEFGRID3
* xyz -1 1
H -1.2271 2.3832 6.5693
C 2.4250 2.9069 1.8692
Ti -0.0856 0.1393 0.7694
C -2.2210 1.6047 2.8640
O 0.0234 0.8394 2.5334
C 0.2137 -3.4319 4.6038
C -0.5345 -2.7545 3.6713
C -3.9342 -4.7441 -3.3028
H 3.7575 0.2523 -3.0567
H -4.1565 2.3895 3.4383
C -2.6232 1.3319 1.5473
C 1.0468 3.6449 0.0238
C -0.5897 1.6301 4.6674
C -4.5294 -3.5998 -2.7845
N -0.1828 2.3110 -1.5874
H -3.6369 1.6009 1.2523
N 1.6943 0.4621 -3.3396
H 1.1230 2.2010 -4.2825
H 3.1898 -2.0864 -2.6562
C 2.5768 -0.9730 -0.9285
C -3.1512 2.1762 3.7802
C -2.3765 -2.7825 -2.0883
C -1.7775 -3.9337 -2.6075
C -0.6842 1.1886 -3.7285
C 1.4345 -2.4970 2.2881
N -0.9401 -0.9575 -0.9932
H -4.5398 -5.5075 -3.7729
C 0.2069 3.4357 -1.1535
C 0.7644 1.1695 -4.2065
H -0.2626 -3.7785 5.5143
H -0.9431 0.2385 -3.2649
N 1.6816 -1.2685 0.1937
H -5.6026 -3.4752 -2.8511
H 3.2233 -3.3782 3.0702
O -0.6743 -1.6452 1.6007
H 2.8418 2.0838 2.4352
Cl -3.9546 3.1319 6.1795
H -4.2143 -1.7310 -1.7646
C -1.4970 2.1711 5.5459
H 3.6018 -1.2209 -0.6303
H 2.1930 6.2936 1.8447
H 3.2386 1.8372 -3.6234
H -2.0640 2.1234 -2.4050
H 1.6789 -2.6323 -1.9762
C -1.5840 -1.7772 -1.4763
C 2.6166 4.2147 2.2580
H 2.1624 -4.2051 5.1454
H 2.5219 0.0976 -1.1062
C -0.8999 1.3256 3.3256
H -0.0994 4.3634 -1.6695
H 1.7185 -1.4135 -4.2963
H 3.2092 4.4239 3.1415
O -1.8868 0.7382 0.6451
C -3.7625 -2.6222 -2.1798
Cl 1.0228 1.2842 5.2258
H 3.2834 0.4621 -4.7561
H -1.3338 1.2973 -4.6027
C -2.7899 2.4396 5.0643
C 1.6381 2.5772 0.7453
H 3.1529 -2.4341 0.9900
O 1.5032 1.3233 0.4048
C 1.5804 -3.6728 4.4047
C -1.0384 2.3042 -2.7480
C 2.1298 -2.0501 1.0970
C 2.0444 5.2660 1.5384
C 2.1660 -3.2070 3.2497
H 0.3975 -1.1352 -3.1674
C 0.0479 -2.2597 2.4797
C 1.2735 4.9631 0.4346
C 3.0571 0.7651 -3.7156
H 0.8140 5.7623 -0.1399
C 1.4609 -0.9681 -3.3135
H -1.0323 3.2822 -3.2611
C -2.5565 -4.9036 -3.2093
H -1.5880 -2.5573 3.8255
H -0.7046 -4.0515 -2.5246
C 2.2484 -1.7340 -2.2283
H -2.0904 -5.7954 -3.6083
H 0.8052 0.7478 -5.2302
*
```

Output
- energy relative to the best compared isomer or geometry (same formula, charge and spin) (kJ/mol) = 0.00
- LUMO (alpha / beta) (eV) = 1.963 / 1.963
- HOMO-LUMO gap (alpha / beta) (eV) = 3.8613 / 3.8637

Here are the Mulliken charges for atoms 1 to 2, given in e: 0.44 -0.71



# 3
Below is a cluster of 2 separate species, CH6OSi in total, with properties calculated with ωB97M-V/def2-TZVPD.

ORCA input file:
```
! wB97M-V def2-TZVPD RIJCOSX def2/J DEFGRID3
* xyz 0 1
H 1.6959 -1.1140 0.8359
O -0.0780 0.4709 0.2952
C -1.3607 0.1403 0.2563
H 1.5194 -0.4318 -1.3362
H -2.1310 0.8500 0.3849
Si 1.4300 -0.0352 0.0112
H -1.5195 -0.9195 0.5132
H -1.9038 -0.1633 -1.4056
H 2.3476 1.2025 0.4451
*
```

Output
- energy relative to the best compared isomer or geometry (same formula, charge and spin) (kJ/mol) = 347.89
- LUMO (eV) = 0.723
- HOMO-LUMO gap (eV) = 9.7987

Here are the Mulliken charges for atoms 1 to 2, given in e: -0.13 -0.12



# 4
Below is a structure of composition C26H25AlF2N6S2, with properties calculated with ωB97M-V/def2-TZVPD.

ORCA input file:
```
! wB97M-V def2-TZVPD RIJCOSX def2/J DEFGRID3
* xyz 2 1
S 3.5334 -1.5378 2.8660
C 1.5229 2.5357 -1.1447
H -0.4201 2.6423 -2.0912
H -3.9915 2.4808 4.6523
N 1.7737 -0.5872 1.3372
H -0.5365 5.0823 4.0061
C -1.7621 -3.6071 -0.0825
C -2.7845 -2.6301 1.8087
C -4.2620 2.7165 2.4987
H 1.4571 -3.6857 -4.1020
C 1.5333 -0.8243 -2.3474
H -0.2457 -4.1735 -2.4022
H 4.1417 4.6905 -1.6362
C -1.7864 2.4546 2.4863
H -3.0511 1.2817 1.4891
N -1.6445 3.4937 3.2944
N 0.6284 -1.0959 -1.3910
C 1.2254 -2.9496 -3.3431
H -2.1814 -0.6529 2.3321
Al 0.1954 0.0011 0.2538
H 2.4440 5.6671 -3.1443
H 0.9078 3.7467 5.5534
C 1.9815 -1.5550 2.1901
C -2.0532 -1.4661 1.6251
C 2.2040 4.7835 -2.5688
H -5.6554 2.7593 4.1364
H -4.1483 3.8014 2.4565
H 4.4228 2.4522 0.1988
C 2.6543 1.3214 0.2674
F -3.6322 -2.7074 2.8340
C 0.9251 4.2121 -2.6983
H 0.2144 4.6734 -3.3706
C 2.8792 0.2268 1.2003
C 0.2723 -3.2297 -2.3808
C 2.7884 3.1102 -1.0217
H 0.3902 3.8778 3.1151
C -4.7248 2.2562 3.8757
C -1.0032 -2.4614 -0.3076
C 0.5634 3.0850 -1.9929
C 3.1589 4.2465 -1.7310
N 1.4755 1.4116 -0.3255
C 3.9360 -0.1443 1.9613
H 4.9114 0.3106 2.0425
H -5.0010 2.4513 1.7469
H 2.6048 -1.4556 -4.0800
C -0.0216 3.3304 5.1644
C -1.1664 -1.3738 0.5672
H -3.2301 -4.6168 1.1097
H 1.9881 0.1555 -2.3197
C 1.8692 -1.7192 -3.3337
C -0.3919 4.0143 3.8569
H -0.7972 3.4769 5.9171
F -1.6540 -4.6731 -0.8859
S -0.3906 1.5792 1.9753
C -0.0179 -2.2882 -1.3994
N -3.0000 2.0929 2.0826
C -2.6550 -3.7122 0.9655
H -4.9075 1.1820 3.8808
H 1.2298 -2.2924 2.4388
N 3.4757 2.3069 -0.1136
H -2.4887 3.8996 3.6682
H 0.1151 2.2596 5.0077
*
```

Output
- LUMO (eV) = -5.856
- HOMO-LUMO gap (eV) = 7.9909

Here are the Mulliken charges for atoms 1 to 2, given in e: -0.08 -0.03



# 5
Below is an isolated molecule of C4H5N3, with properties calculated with ωB97M-V/def2-TZVPD.

ORCA input file:
```
! wB97M-V def2-TZVPD RIJCOSX def2/J DEFGRID3
* xyz 0 1
H -0.4039 -0.2672 -1.4734
N 1.2860 2.1603 0.9648
H -1.5103 0.1270 1.2261
N -0.4825 -0.5093 -0.4923
C 1.0973 1.0797 0.5975
H -1.8400 1.1053 -0.2012
C 0.7722 -0.3211 0.1936
C 1.8668 -0.8370 -0.6570
H -2.5575 -0.5267 -0.0324
C -1.6629 0.0793 0.1408
N 2.6847 -1.1898 -1.3929
H 0.7501 -0.9005 1.1263
*
```

Output
- energy relative to the best compared isomer or geometry (same formula, charge and spin) (kJ/mol) = 189.61
- LUMO (eV) = 0.578
- SMILES string = CNC(C#N)C#N
- HOMO-LUMO gap (eV) = 10.9231

Here are the Mulliken charges for atoms 1 to 2, given in e: 0.28 -0.39



# 6
Below is a structure of composition C39H31N5O2RuS2, with properties calculated with ωB97M-V/def2-TZVPD.

ORCA input file:
```
! wB97M-V def2-TZVPD RIJCOSX def2/J DEFGRID3
* xyz 1 2
H 1.3381 4.2940 -3.8695
N 1.0015 1.0538 1.3635
H 1.1444 2.7425 -0.7162
C 0.5565 1.6946 -4.8239
C 3.6653 -3.0758 2.8538
Ru 0.2327 -0.1940 -0.0577
H 2.2792 1.4705 2.8884
C -2.2487 -3.6289 -2.6607
H 4.1268 -4.0373 3.0416
C -1.8760 -3.8041 -1.3488
C 2.0500 4.9740 -5.8456
C -2.8793 -6.2568 1.2946
H -3.4628 -8.1471 0.3414
C 1.4984 4.0591 -4.9129
C 1.1522 2.8626 -5.4783
O -1.5678 -0.4001 0.8339
N 2.1914 -0.1343 -0.7780
H -0.5826 1.0012 -6.5015
H -3.0397 -6.4975 2.3348
H -1.9784 -1.0671 -6.4605
H 6.2872 -1.9074 -0.7426
C 4.1759 -1.9286 3.4783
C 1.8968 0.7046 2.2129
N 0.3566 0.3913 -2.8144
C -2.1570 -2.2917 -4.7426
H -5.6380 -1.8137 -0.3924
H -0.7763 -2.8888 0.2674
C 5.2050 -1.8309 -0.6585
S 1.5145 2.8589 -7.1608
C -0.9869 -1.5751 -2.7062
H 1.5591 2.0372 -2.9400
C 0.2224 2.7507 -0.1313
C 3.3195 -0.2578 -0.9165
H -0.3924 2.5120 1.9129
H 1.2731 3.1176 1.7562
C -0.4798 -0.4483 -3.4436
C -1.7057 -1.2214 -5.4243
C 2.5840 -3.0031 2.0114
C 1.9519 -1.7710 1.7339
C -4.0124 0.8850 -1.5807
C -2.6478 -0.2767 0.0908
C -3.7094 -1.1881 0.2431
H -2.1914 -4.1656 1.4832
C -0.8336 -0.2747 -4.7908
C 2.4653 -0.6084 2.3672
H 4.9176 -2.0549 0.3683
S -2.7614 -6.4399 -1.2444
C -1.7970 -2.5066 -3.3684
H 5.0216 -1.9974 4.1476
O 0.9237 -1.7846 0.9261
C -2.4151 -4.9989 0.8317
C -5.0097 -0.0508 -1.4549
C -2.3032 -4.9422 -0.5307
C 0.5298 2.4403 1.3327
H 4.7531 -2.5713 -1.3163
H 2.1820 -3.8877 1.5352
C -3.1105 -7.1306 0.2774
H -4.1289 1.7216 -2.2609
H -2.8021 -3.0187 -5.2196
C -1.8539 1.8350 -0.8484
H 5.0485 -0.1676 -2.0664
H 2.4893 4.9250 -7.9965
H 3.9304 0.1715 3.7318
H -5.9138 0.0230 -2.0424
C -2.8242 0.7742 -0.8418
N -0.6260 1.6478 -0.5449
H -3.5988 -1.9789 0.9741
C 2.1154 4.4548 -7.1018
C -1.0742 -2.8061 -0.7689
H -0.2744 3.7166 -0.2444
C 4.7654 -0.4146 -1.0425
H -2.9006 -4.3410 -3.1533
C -0.3036 0.8308 -5.4678
C 0.8591 1.4043 -3.4779
N -0.6632 -1.7230 -1.3975
C 3.5672 -0.7245 3.2408
H 2.3764 5.9724 -5.5962
H 5.2216 0.3278 -0.3847
H -2.2002 2.8529 -1.0392
C -4.8483 -1.0840 -0.5228
*
```

Output
- energy relative to the best compared isomer or geometry (same formula, charge and spin) (kJ/mol) = 0.00
- LUMO (alpha / beta) (eV) = -2.712 / -3.094
- HOMO-LUMO gap (alpha / beta) (eV) = 7.5162 / 7.0691

Here are the Mulliken charges for atoms 1 to 2, given in e: 0.45 0.41



# 7
Below is a cluster of 2 separate species, CH3I2NS in total, with properties calculated with ωB97M-V/def2-TZVPD.

ORCA input file:
```
! wB97M-V def2-TZVPD RIJCOSX def2/J DEFGRID3
* xyz 0 1
H -1.5440 -0.9869 -2.0970
H 2.6889 -0.2088 0.4894
S -1.6195 0.0784 -1.3034
H 2.1295 0.3166 2.1765
I -3.2223 -0.9521 0.2489
N 1.0137 -1.2546 1.2580
I 0.5934 -2.5811 -0.1485
C 1.9673 -0.3776 1.2881
*
```

Output
- energy relative to the best compared isomer or geometry (same formula, charge and spin) (kJ/mol) = 48.83
- LUMO (eV) = -1.013
- SMILES string = C=NI.SI
- HOMO-LUMO gap (eV) = 7.8626

Here are the Mulliken charges for atoms 1 to 2, given in e: 0.17 0.23



# 8
Below is a cluster of 2 separate species, C2H6N4S2 in total, with properties calculated with ωB97M-V/def2-TZVPD.

ORCA input file:
```
! wB97M-V def2-TZVPD RIJCOSX def2/J DEFGRID3
* xyz 0 1
N -1.9307 1.7883 -1.6224
H -0.6798 1.8472 -0.1323
H 1.1914 -1.6314 0.4383
N 1.2227 -1.7056 1.4469
S -0.4219 0.2082 2.3555
H -2.6955 2.2790 -1.1023
C -0.7556 1.3670 -0.9999
H 1.8151 -2.4833 1.7751
S 2.1019 -0.7219 -2.4154
N 0.1822 0.6653 -1.5712
H 0.7828 -1.4655 3.4276
N 0.8001 -0.3858 -1.6364
H -2.2508 1.1758 -2.3831
C 0.6381 -0.9372 2.4197
*
```

Output
- energy relative to the best compared isomer or geometry (same formula, charge and spin) (kJ/mol) = 377.40
- LUMO (eV) = 0.080
- SMILES string = N/C=N/N=S.NC=S
- HOMO-LUMO gap (eV) = 7.6497

Here are the Mulliken charges for atoms 1 to 2, given in e: -0.42 0.40



# 9
Below is an isolated molecule of C12H21N3O5S3, with properties calculated with ωB97M-V/def2-TZVPD.

ORCA input file:
```
! wB97M-V def2-TZVPD RIJCOSX def2/J DEFGRID3
* xyz 0 1
C -0.0092 -5.2590 0.9481
C -0.1691 -0.9409 -0.2848
H 4.9577 -0.6431 -1.4306
C -1.3250 -1.8575 0.0310
S 3.5911 0.3953 0.0342
C -3.6352 1.0954 0.7532
C 1.8957 0.0648 -0.3179
H 0.6013 2.6294 3.0803
C 0.6538 2.0433 2.1546
C -2.9817 1.7695 1.9659
H -1.0523 -4.4171 -0.7383
C -0.4265 0.2112 -0.9743
H -1.7852 -2.1712 -0.9136
H 0.5684 -3.7461 -0.4798
C 1.1860 -1.0222 0.1004
C -0.3456 -4.0921 0.0310
S -2.1236 0.5152 -1.3684
O 4.0532 -0.6005 0.9537
H 1.6430 -1.8126 0.6669
O -2.4875 -0.4419 -2.3705
H -4.5712 0.6228 1.0751
C -1.6259 2.4130 1.6715
H 0.7294 -4.9631 1.6902
O -0.5931 1.4591 1.8619
H -3.8672 1.8520 0.0033
O 3.7278 1.7819 0.3606
H 1.3663 1.2302 2.2827
H -1.8916 -0.6899 1.7423
H 1.0009 2.6943 1.3452
H -2.8488 1.0523 2.7770
H 4.7216 0.9589 -1.8353
H -1.4665 3.2511 2.3641
N -2.8423 0.1086 0.0634
C -2.3632 -1.0313 0.8128
H -0.9045 -5.5921 1.4654
H -3.2063 -1.6864 1.0594
H 0.3938 -6.0866 0.3709
N -0.9967 -3.0390 0.7913
O -2.3713 1.8969 -1.6427
H -1.6004 2.8010 0.6435
S 0.9477 1.2167 -1.1686
H -0.4355 -2.7898 1.6002
N 4.3078 0.1249 -1.4527
H -3.6719 2.5411 2.3092
*
```

Output
- energy relative to the best compared isomer or geometry (same formula, charge and spin) (kJ/mol) = 0.00
- LUMO (eV) = 0.024
- SMILES string = CCN[C@H]1CN(CCCOC)S(=O)(=O)c2sc(S(N)(=O)=O)cc21
- HOMO-LUMO gap (eV) = 9.2121

Here are the Mulliken charges for atoms 1 to 2, given in e: -1.36 0.88



Number 1: F_max 1.46 eV/Å. Number 2: F_max 0.94 eV/Å. Number 3: F_max 5.67 eV/Å. Number 4: F_max 0.94 eV/Å. Number 5: F_max 1.23 eV/Å. Number 6: F_max 0.27 eV/Å. Number 7: F_max 3.64 eV/Å. Number 8: F_max 4.94 eV/Å. Number 9: F_max 0.97 eV/Å.